# 1
Density functional theory data (wB97M-V/def2-TZVPD) for C16H16Cl3GeN11O2Pd as an isolated structure.

Computed properties:
charge = -1
spin multiplicity = 4
Kohn-Sham gap (spin up / spin down) = 7.1 / 5.3 eV
E_HOMO (spin up / spin down) = -5.01 / -5.10 eV
relative energy (zero: lowest compared OMol25 entry of this formula, charge and spin) = 0.0 kcal/mol
E = -4957.64842 a.u.
LUMO (spin up / spin down) = 2.1 / 0.2 eV

Positions of all 50 atoms, in Å:
1 Pd 0.94380 -0.81144 0.53976
2 Ge 0.62063 -3.22274 1.20980
3 Cl 2.42506 -4.34576 1.71302
4 Cl -0.38794 -4.63912 -0.20629
5 Cl -0.66047 -3.53183 2.96016
6 O 0.30321 -2.03911 -2.27686
7 O -1.13013 -1.14148 -0.86060
8 N 2.59617 -0.37293 -2.09672
9 N 4.59318 0.14975 -1.43029
10 N 2.08102 -0.78585 3.44628
11 N 3.15676 -0.54268 4.10017
12 N 3.77031 -0.03138 -2.48449
13 N 2.59391 -0.43778 -0.73328
14 N -0.11678 1.23715 0.51933
15 N -1.51206 -2.18435 -4.22662
16 N 2.33605 -0.59660 2.12105
17 N 4.16832 -0.20150 3.26231
18 N 4.30419 0.02162 0.90527
19 C -0.51315 2.41643 -2.89064
20 C -0.87783 1.09815 1.70164
21 C -0.65468 1.91103 -0.53020
22 C -2.85354 0.34703 2.84662
23 C -1.76981 2.77736 -0.42681
24 C -2.22427 0.57449 4.06584
25 C -1.62919 3.24375 -2.78244
26 C -0.01568 1.76313 -1.78268
27 C -2.02395 -2.06309 -2.87027
28 C -2.24472 3.42985 -1.54559
29 C 3.82719 -0.10266 -0.38085
30 C -0.92000 1.04576 4.10092
31 C 3.61298 -0.25829 2.06680
32 C -0.91412 -1.70061 -1.91697
33 C -2.18937 0.61138 1.66158
34 C -0.23556 1.29106 2.92186
35 H -2.64251 0.38283 0.70640
36 H -2.16208 -2.66609 -4.83165
37 H 0.84946 1.11851 -1.86967
38 H -1.32487 -1.27664 -4.63605
39 H -0.01705 2.29391 -3.84511
40 H -2.83900 -1.34990 -2.72372
41 H 0.80186 1.59365 2.93364
42 H -2.36395 -3.04582 -2.53196
43 H -2.22691 2.94299 0.53804
44 H -3.09184 4.09818 -1.46153
45 H 0.27532 -2.42184 -3.17286
46 H -3.85262 -0.06746 2.81729
47 H -2.73869 0.34524 4.98992
48 H -2.00797 3.76075 -3.65492
49 H 5.28689 0.20680 0.99836
50 H -0.40556 1.17614 5.04299

Atoms 1-6, force components in eV/Å:
Pd -0.34 -0.28 0.14
Ge 0.22 0.17 -0.34
Cl 0.02 -0.06 0.02
Cl -0.02 0.03 -0.07
Cl -0.09 0.04 0.12
O -0.18 0.01 0.06

=====

# 2
Density functional theory data (wB97M-V/def2-TZVPD) for C41H34F5MgN3OP2S4Te as an isolated structure.

Computed properties:
charge = -2
Kohn-Sham gap = 6.3 eV
E_HOMO = -2.86 eV
relative energy (zero: lowest compared OMol25 entry of this formula, charge and spin) = 7.4 kcal/mol
E = -5065.42812 a.u.
LUMO = 3.5 eV

Positions of all 92 atoms, in Å:
1 Te 0.77460 -2.31261 4.47529
2 S 1.95343 -3.26561 1.32395
3 S 0.65252 1.62970 -1.96716
4 S 1.81792 -2.90747 -0.87728
5 S 2.75242 0.22974 0.38698
6 P -1.30613 -1.24612 -0.33560
7 P -0.83536 1.90454 1.05916
8 Mg 1.30971 -0.40370 2.22733
9 F -0.31966 -2.94331 6.04368
10 F 1.94988 -4.09062 3.15023
11 F 0.14162 -0.67428 5.26826
12 F 2.07781 -2.83230 5.70033
13 F -0.49481 -0.76267 2.43745
14 O 2.09929 -1.15460 3.75438
15 N 0.26253 1.75623 -4.56831
16 N 0.65499 -6.93843 1.85670
17 N 0.46609 -6.11532 -2.55349
18 C 1.98472 3.78291 -5.04254
19 C -2.27045 1.34165 0.05421
20 C -2.77179 3.23921 2.68849
21 C -1.98540 1.96722 5.02157
22 C -2.61525 -0.12335 0.38153
23 C -0.10472 6.27247 -0.35152
24 C 4.37720 -0.31509 0.86737
25 C 0.95201 -5.93656 1.37675
26 C 1.23697 -4.52057 -0.66829
27 C -1.72341 2.31607 2.64059
28 C -1.27726 4.18765 -0.63672
29 C -0.66322 -1.01003 -3.01212
30 C 6.33644 -0.12330 2.28736
31 C -0.87247 -0.93250 -4.38595
32 C 0.79660 -5.41499 -1.70192
33 C -1.73398 -1.14905 -2.13094
34 C -0.62048 3.63819 0.46073
35 C 1.26678 3.20153 -6.13212
36 C 6.37363 -1.61245 0.41601
37 C 5.06988 -1.25105 0.10117
38 C 1.30833 -4.74092 0.66204
39 C -1.33479 1.69208 3.82132
40 C 0.91977 2.25690 -3.45809
41 C -3.02131 -1.22265 -2.66200
42 C -1.99217 -2.90511 0.06019
43 C 0.30840 4.42908 1.13732
44 C -2.52975 -5.19280 -0.51934
45 C 5.03575 0.23546 1.97136
46 C 0.42019 2.18888 -5.84663
47 C -2.13823 -3.91186 -0.89204
48 C -3.02589 2.87927 5.05259
49 C -2.62628 -4.49683 1.77355
50 C 0.56144 5.73314 0.74335
51 C 7.02080 -1.04855 1.50727
52 C -2.77507 -5.48994 0.81291
53 C -3.24116 -1.12327 -4.02922
54 C -2.23735 -3.21807 1.40210
55 C -3.41960 3.52104 3.87992
56 C -2.16324 -0.97406 -4.89655
57 C 1.82524 3.34026 -3.77489
58 C -1.02181 5.49368 -1.04166
59 H -3.07413 3.76166 1.78583
60 H -2.08114 -2.46663 2.15929
61 H -0.35410 0.97499 -4.37295
62 H 2.36435 3.76851 -2.94249
63 H 0.85159 4.00902 1.97707
64 H -1.92126 -3.70907 -1.93666
65 H -3.53677 3.09145 5.98467
66 H -3.86596 -1.37806 -1.99990
67 H -0.55850 0.94364 3.83578
68 H -1.99997 1.42599 -1.00246
69 H 0.09634 7.28941 -0.66626
70 H -2.61806 -5.96414 -1.27509
71 H -4.25008 -1.18042 -4.42009
72 H 6.88255 -2.34883 -0.19563
73 H -2.77897 -4.71782 2.82280
74 H -0.17629 1.67954 -6.59037
75 H 1.38743 3.54308 -7.14834
76 H -1.98493 3.59058 -1.19731
77 H -3.11722 2.01049 0.23403
78 H -1.53611 5.89770 -1.90577
79 H -3.60322 -0.37780 -0.01003
80 H 8.03569 -1.33506 1.75547
81 H -1.67121 1.43946 5.91287
82 H -3.05372 -6.49461 1.10597
83 H 2.67195 4.59788 -5.23703
84 H 0.34329 -0.97674 -2.60499
85 H -0.02212 -0.86943 -5.05740
86 H 4.50238 0.94307 2.59329
87 H 4.56905 -1.70637 -0.74780
88 H -2.63124 -0.29782 1.45822
89 H 6.81655 0.32231 3.15092
90 H 1.28938 6.32578 1.28384
91 H -4.23082 4.23951 3.89664
92 H -2.33067 -0.90818 -5.96515

Atoms 1-6, force components in eV/Å:
Te 0.32 0.62 -0.02
S 0.34 -0.11 0.03
S 0.24 0.36 0.22
S -0.02 0.10 0.00
S 0.15 -0.10 0.09
P -0.01 0.13 0.15

=====

# 3
Density functional theory data (wB97M-V/def2-TZVPD) for an isolated ion of composition C6H15N and charge +1 at a distorted geometry.

Computed properties:
charge = +1
spin multiplicity = 2
Kohn-Sham gap (spin up / spin down) = 12.2 / 6.9 eV
E_HOMO (spin up / spin down) = -15.02 / -15.02 eV
relative energy (zero: lowest compared OMol25 entry of this formula, charge and spin) = 68.1 kcal/mol
E = -291.95361 a.u.
LUMO (spin up / spin down) = -2.9 / -8.1 eV

Positions of all 22 atoms, in Å:
1 N 0.91805 0.36807 0.89098
2 C -0.42133 -0.31572 1.18671
3 C 1.05859 0.55993 -0.55203
4 C 0.61269 -0.06721 -2.85069
5 C -1.86927 0.07644 0.34483
6 C 0.66354 -0.51205 -1.50395
7 C -0.64694 -0.22996 2.64253
8 H 0.10239 -0.77878 3.27145
9 H -1.95419 1.06569 0.66332
10 H 1.40152 -1.33908 -1.40514
11 H -0.69325 0.76806 2.93315
12 H 1.99331 0.98775 -0.77657
13 H -1.63393 -0.64843 2.99465
14 H -1.88246 -0.02738 -0.66927
15 H 0.38200 1.31593 -0.91405
16 H -0.19706 -1.33421 0.86152
17 H -0.32561 0.55967 -3.16578
18 H 0.93360 1.19737 1.44890
19 H -2.58536 -0.37410 1.04072
20 H -0.44171 -1.06733 -1.45394
21 H 1.34156 0.70906 -2.96546
22 H 0.74912 -0.67930 -3.70479

Atoms 1-6, force components in eV/Å:
N -5.32 -0.34 -2.82
C 0.97 -1.26 -1.09
C -0.47 -0.07 0.70
C -1.30 4.56 -3.57
C 2.42 0.03 4.83
C -2.14 -5.69 1.72

=====

# 4
Density functional theory data (wB97M-V/def2-TZVPD) for a 3-piece molecular cluster, C4H11NO4S overall at a distorted geometry.

Computed properties:
charge = -1
spin multiplicity = 2
Kohn-Sham gap (spin up / spin down) = 7.4 / 5.0 eV
E_HOMO (spin up / spin down) = -4.78 / -4.77 eV
relative energy (zero: lowest compared OMol25 entry of this formula, charge and spin) = 16.1 kcal/mol
E = -912.89756 a.u.
LUMO (spin up / spin down) = 2.6 / 0.2 eV

Positions of all 21 atoms, in Å:
1 S -1.62229 3.50314 0.23737
2 O -0.06450 -2.78357 2.38671
3 O 2.93464 -1.31899 0.58828
4 O -2.30296 1.22833 -3.13853
5 O 1.75137 -3.24930 0.04303
6 N 0.72082 -1.40349 0.04337
7 C -0.52507 0.87631 -0.25539
8 C 2.02191 -2.06343 0.18497
9 C -0.41512 2.17656 0.55991
10 C 0.80089 0.12755 -0.02064
11 H 0.40023 -1.90957 2.37554
12 H -1.98113 2.15089 -2.74468
13 H -0.81267 0.95852 -1.26323
14 H -0.74577 2.14554 1.63681
15 H 0.60065 2.61575 0.50155
16 H -1.33212 0.20496 0.21028
17 H 1.55915 0.47518 -0.67980
18 H -1.93896 0.63176 -2.52377
19 H 1.11552 0.28121 0.98145
20 H -0.01652 -1.83562 -0.46611
21 H -0.14808 -2.81172 1.34289

Atoms 1-6, force components in eV/Å:
S 0.20 -0.14 -0.51
O -0.12 1.18 -2.80
O 0.37 -0.90 -0.56
O 0.36 4.30 -0.01
O 2.16 -2.50 -0.38
N 0.22 4.57 -0.36

=====

# 5
Density functional theory data (wB97M-V/def2-TZVPD) for a 4-piece molecular cluster, C35H51F3NO12 overall at a distorted geometry.

Computed properties:
charge = +1
Kohn-Sham gap = 6.2 eV
E_HOMO = -10.83 eV
E = -2620.55145 a.u.
LUMO = -4.7 eV

Positions of all 102 atoms, in Å:
1 F -6.44700 -6.76705 -0.57523
2 F -5.41938 -5.06951 -1.89955
3 F -4.34235 -5.93776 0.18308
4 O -6.88483 -5.22979 1.65846
5 O -4.08847 -0.64666 -3.50840
6 O 1.34754 4.08767 -1.33867
7 O 5.06042 2.22716 0.93800
8 O 4.23410 2.02964 3.06138
9 O 2.85067 -5.73206 -3.36050
10 O 5.81031 4.00352 6.76524
11 O 6.10979 1.77761 7.19673
12 O 0.98349 -2.45070 0.08063
13 O 2.47142 5.81640 -0.34926
14 O 1.12801 -5.27923 -4.97761
15 O 0.16951 -4.55039 -0.77152
16 N -4.75806 -1.86405 -1.29952
17 C 6.08767 3.09986 7.53637
18 C -6.33212 0.15769 -1.18765
19 C -4.56217 1.58091 -4.55901
20 C 5.18264 2.37640 2.14256
21 C 2.28834 4.86372 -1.31002
22 C -5.31209 0.58979 0.02163
23 C 3.60743 6.61057 -0.68774
24 C 6.40572 3.26608 8.99150
25 C -5.59805 0.55634 -5.31894
26 C -0.10288 -3.24772 -0.50988
27 C -2.12081 -1.88988 -2.14604
28 C -1.03723 -1.46258 -3.30364
29 C -5.60637 -5.51531 -0.48102
30 C 0.75038 -3.82959 -4.95931
31 C -2.80267 -3.16764 0.25686
32 C -6.44444 -4.45698 0.44965
33 C -1.42507 -2.13337 -4.78506
34 C 2.21507 -0.13105 0.12422
35 C 6.36506 0.99839 8.36440
36 C -1.62779 -2.74072 -0.83421
37 C 4.42849 5.75486 -1.61647
38 C 1.18771 -1.17297 -0.61944
39 C -0.88497 -3.71401 -4.85562
40 C -4.37657 -2.70206 -0.06448
41 C 6.36071 3.00239 2.82553
42 C -6.18971 -1.42779 -1.61515
43 C 4.66388 2.44398 4.35729
44 C 3.37845 4.94605 -2.33523
45 C 1.74921 0.97869 1.01888
46 C 7.03523 1.93887 9.33151
47 C 6.16126 2.57352 4.25720
48 C 1.51678 -5.72620 -3.62208
49 C -5.50840 -3.20535 1.04038
50 C -3.69645 -1.44595 -2.33721
51 C -3.70271 0.76705 -3.37800
52 H -4.00707 1.27518 -2.36869
53 H 6.90367 1.64715 10.37685
54 H -7.43263 0.32091 -0.77941
55 H 0.63875 1.35381 0.89995
56 H 5.47630 3.42913 9.54414
57 H -2.56983 0.99354 -3.56704
58 H -7.00675 -2.06608 -1.04120
59 H 1.15731 -3.29881 -5.92847
60 H -3.83176 2.12284 -5.33168
61 H -6.23602 0.82351 -2.15998
62 H -4.16583 0.60956 -0.29817
63 H 3.74803 3.95230 -2.59847
64 H 4.17943 3.39606 4.59815
65 H -5.64807 1.63680 0.42512
66 H 0.17344 -0.59851 -0.85135
67 H 4.15846 6.87188 0.22039
68 H 4.36767 1.69762 5.10014
69 H 7.10174 4.09284 9.15104
70 H 1.65346 -1.43099 -1.68765
71 H 7.00703 0.15038 8.10872
72 H 5.06708 6.33682 -2.28631
73 H 2.99904 5.46574 -3.21942
74 H 0.77696 -6.09123 -2.78876
75 H 6.62976 1.59458 4.41590
76 H -0.96065 -1.47859 -5.64043
77 H -5.18263 2.46952 -4.06141
78 H -5.36261 -0.21172 0.90445
79 H 6.58265 3.27122 4.98575
80 H -7.71453 -5.77192 1.41467
81 H -2.59162 -3.79452 1.23644
82 H -6.27925 -2.31551 1.22874
83 H 5.41153 0.61906 8.74656
84 H 1.32346 -3.36854 -4.04049
85 H 3.25955 7.53072 -1.16886
86 H 3.37974 -0.21797 -0.08008
87 H 5.07176 5.08532 -1.03258
88 H -0.01066 -1.99177 -3.00276
89 H -6.25846 1.15031 -6.10432
90 H -0.81694 -0.31343 -3.36733
91 H -7.44112 -4.08063 -0.05222
92 H -6.41512 -1.60486 -2.77399
93 H -5.05074 -3.46692 2.09319
94 H 8.11155 1.97918 9.12430
95 H -4.94309 -0.20462 -5.94655
96 H -2.57835 -2.18984 -4.97476
97 H -1.39665 -4.18063 -5.82042
98 H 7.30041 2.62080 2.41963
99 H -6.36598 0.02198 -4.59581
100 H 6.30266 4.08870 2.71429
101 H 2.47852 1.48211 1.81348
102 H -1.27232 -4.36332 -3.94834

Atoms 1-6, force components in eV/Å:
F 2.85 3.99 0.09
F -0.10 -1.38 4.79
F -4.03 1.62 -2.70
O -0.66 0.47 -2.44
O 1.32 -1.75 4.47
O 1.21 1.31 0.52

=====

# 6
Density functional theory data (wB97M-V/def2-TZVPD) for one molecule with the formula C5H11ClO at a distorted geometry.

Computed properties:
charge = 0
Kohn-Sham gap = 11.3 eV
structure (SMILES) = CC[C@H](Cl)[C@H](C)O
E_HOMO = -10.49 eV
relative energy (zero: lowest compared OMol25 entry of this formula, charge and spin) = 18.0 kcal/mol
E = -732.49769 a.u.
LUMO = 0.8 eV

Positions of all 18 atoms, in Å:
1 Cl 0.65280 -1.60138 1.03739
2 O 0.27338 0.51737 -1.93909
3 C -0.69661 -0.14365 -1.03634
4 C 1.01405 1.23315 2.27727
5 C -0.22936 -0.16871 0.44482
6 C 0.58716 1.10549 0.74192
7 C -1.01489 -1.52403 -1.57276
8 H 1.50813 1.08548 0.08531
9 H 1.42212 0.23426 2.35939
10 H -1.30221 -1.37568 -2.63977
11 H -1.83605 -2.18843 -1.10491
12 H 1.89313 1.91951 2.35777
13 H -0.15541 -2.10451 -1.57151
14 H -1.06883 -0.24674 1.03319
15 H -0.08723 1.86473 0.32318
16 H 0.25068 1.39207 2.96950
17 H 0.47385 -0.28547 -2.51530
18 H -1.68472 0.28656 -1.25007

Atoms 1-6, force components in eV/Å:
Cl 0.40 -0.81 -0.66
O -0.79 -3.07 -0.05
C -0.12 -0.67 -0.51
C 2.03 -0.40 -3.60
C 1.51 1.46 -1.43
C 0.15 -0.03 0.35